1.
ORCA calculation (ωB97M-V with the def2-TZVPD basis set) on a single C3H4ClN3O molecule.

Positions of all 12 atoms, in Å:
C  -0.2839  0.6480  0.2829
C  0.0283  -1.4649  -0.6305
H  0.1971  -2.5625  -0.5058
N  -0.1982  1.7071  1.0764
H  -0.2926  1.9153  2.9652
O  -0.8539  1.2680  2.2765
C  0.4248  -0.7128  -1.6258
H  -0.5848  -1.1984  1.3744
N  -0.2989  -0.7518  0.4878
Cl  1.4165  -1.0589  -3.0742
H  0.2340  1.5941  -1.5476
N  0.2115  0.6167  -1.0794

- relative energy (zero: lowest compared OMol25 entry of this formula, charge and spin) (eV) = 3.864
- multiplicity = 1
- LUMO (eV) = 0.79
- Kohn-Sham gap (eV) = 8.302

2.
ORCA calculation (ωB97M-V with the def2-TZVPD basis set) on 2 unconnected molecules or ions with the total composition C3H4ClNO.

Positions of all 10 atoms, in Å:
C  2.6088  1.0690  -0.2567
Cl  -2.0570  1.8092  0.4654
O  2.4328  0.2748  -1.0942
C  -1.5143  0.3148  -0.1067
H  -1.2895  0.8405  -2.1380
N  2.9328  1.8348  0.5579
H  -1.6283  -0.4250  0.8188
H  2.6557  2.5213  1.2870
H  -0.8520  -0.8733  -1.7948
C  -1.1910  0.0524  -1.3702

- relative energy (zero: lowest compared OMol25 entry of this formula, charge and spin) (eV) = 1.156
- multiplicity = 1
- LUMO (eV) = 0.72
- Kohn-Sham gap (eV) = 10.412

3.
ORCA calculation (ωB97M-V with the def2-TZVPD basis set) on 2 unconnected molecules or ions with the total composition C3H4ClNO2.

Positions of all 11 atoms, in Å:
O  -1.7697  1.3723  -1.1339
H  2.2812  0.5275  1.7008
H  -2.6755  -0.3676  -1.4359
Cl  -3.2943  0.3681  0.6646
O  -0.9332  -1.4257  -0.4899
C  2.2595  0.0968  0.6477
N  0.0768  -0.8729  -0.1907
H  2.8889  0.8682  0.2024
C  -2.5407  0.4837  -0.8609
H  2.7233  -0.8800  0.8836
C  0.9836  -0.1703  0.0122

- relative energy (zero: lowest compared OMol25 entry of this formula, charge and spin) (eV) = 3.694
- multiplicity = 1
- LUMO (eV) = 0.55
- Kohn-Sham gap (eV) = 10.357

4.
ORCA calculation (ωB97M-V with the def2-TZVPD basis set) on 2 unconnected molecules or ions with the total composition C3H4ClNO2S.

Positions of all 12 atoms, in Å:
C  1.0988  -1.0708  -0.2869
O  -0.0894  -2.3340  1.5475
C  -0.1894  0.1001  0.8655
H  -1.2213  0.4201  0.8192
C  0.1865  -1.4214  0.8111
H  0.2996  0.5972  1.6896
H  0.5055  0.8669  -1.1002
S  -0.3965  0.5394  -3.3928
O  -0.3892  1.3123  -2.0351
Cl  -2.3015  -0.1708  -4.0251
N  0.7625  0.2470  -0.2859
H  1.8247  -1.4295  -0.9220

- relative energy (zero: lowest compared OMol25 entry of this formula, charge and spin) (eV) = 2.667
- multiplicity = 1
- LUMO (alpha / beta) (eV) = -1.73 / -2.51
- Kohn-Sham gap (alpha / beta) (eV) = 6.724 / 5.019

- multiplicity of number 1 (C3H4ClN3O)?
  1